Molecular formula: C4H5F3
Method: DFT, wB97M-V/def2-TZVPD

Calculated values
molecular weight = 110.1 g/mol
energy relative to the best compared isomer or geometry (same formula, charge and spin) = 120.9 kcal per mole

Element x y z (Å)
F 2.37828 0.79938 0.12175
F -1.83066 -3.19460 -0.38328
F 0.83999 1.60164 -1.32710
C 0.24008 1.49860 1.04885
C 1.08866 1.23220 -0.08808
C -0.68740 -2.31336 -0.47988
C -0.84158 -1.22998 -1.19100
H 0.01930 -2.50869 0.23719
H -0.01181 2.58571 1.05830
H -0.72894 0.86194 1.01134
H -1.14581 -0.71709 -1.97116
H 0.67987 1.38425 1.96306

=====

Molecular formula: C4H5F3IN
Method: DFT, wB97M-V/def2-TZVPD

Calculated values
molecular weight = 251.0 g/mol
energy relative to the best compared isomer or geometry (same formula, charge and spin) = 27.7 kcal per mole
SMILES = CC(I)=C=N.FC(F)F

Element x y z (Å)
I -2.26883 1.58535 0.55456
F -1.70051 -2.20467 1.20779
F 0.21118 -2.93342 2.10370
F 0.23435 -2.14330 0.14938
N 1.73932 0.52791 0.77596
C -0.02645 1.60081 -1.83134
C 0.64415 0.79938 0.25149
C -0.40456 -1.96135 1.26219
C -0.36485 1.30971 -0.38116
H -0.71120 0.92260 -2.29915
H 1.08382 1.29916 -2.00106
H 1.86492 -0.46392 0.74398
H -0.10351 2.65582 -2.20046
H -0.19782 -0.99410 1.66412

=====

Molecular formula: C4H5F3S
Method: DFT, wB97M-V/def2-TZVPD

Calculated values
molecular weight = 142.1 g/mol
energy relative to the best compared isomer or geometry (same formula, charge and spin) = 53.2 kcal per mole
SMILES = C#CC(F)(F)F.CS

Element x y z (Å)
S 0.42107 1.11730 0.29927
F -1.36866 -2.30846 -1.61482
F 0.06595 -2.97747 -3.03768
F -1.65578 -2.00637 -3.71959
C -0.39449 -0.40689 0.97566
C -0.73477 -1.91726 -2.76541
C -0.15694 -0.61808 -2.68059
C 0.12936 0.55301 -2.71659
H -0.37651 -0.05141 1.99483
H -1.20288 -0.73405 0.27083
H 0.22828 -1.31071 0.97388
H 0.21533 1.52076 -2.29706
H 1.57928 0.59815 0.32994

=====

Molecular formula: C4H5FO2
Method: DFT, wB97M-V/def2-TZVPD

Calculated values
molecular weight = 104.1 g/mol
energy relative to the best compared isomer or geometry (same formula, charge and spin) = 60.2 kcal per mole
SMILES = C=COC(=O)CF

Element x y z (Å)
F -2.60239 -0.86698 -0.02084
O 0.14408 1.32226 -0.18695
O -0.12333 -0.86288 -0.22646
C -2.15626 0.34189 0.04689
C 2.21958 -0.07390 0.09924
C 1.25141 -0.98680 -0.03170
C -0.58063 0.43100 -0.04119
H -2.47613 0.90217 1.04769
H 3.42949 -0.21322 0.23217
H -2.36309 1.07426 -0.75238
H 1.45787 -2.00969 -0.15081
H 1.79941 0.94191 -0.01565